C3H5B | the ωB97M-V functional and the def2-TZVPD basis

Its highest occupied orbital energy is -7.47 eV. Its gap between HOMO and LUMO is 7.3 eV. The calculation puts the lowest unoccupied orbital energy at -0.1 eV.

Atoms and positions in Å:
C -0.1813 -0.4398 -1.1241
B -0.2107 -1.2651 0.1562
C -0.2762 -0.0069 1.1820
C 0.3636 0.4221 -0.0181
H 0.4487 -0.4800 -2.0519
H -1.1433 -0.1885 -1.4868
H -1.4756 0.1462 1.3775
H 0.2294 0.1564 2.2041
H 1.6575 0.6765 -0.1234

C3H5BCl2O2 | the ωB97M-V functional and the def2-TZVPD basis

Its multiplicity is 3. Its highest occupied orbital energy (alpha / beta) is -6.27 / -10.16 eV. Its gap between HOMO and LUMO (alpha / beta) is 6.7 / 9.0 eV. The expectation value of S² is 2.02. The calculation puts the lowest unoccupied orbital energy (alpha / beta) at 0.4 / -1.2 eV.

Atoms and positions in Å:
B -0.6853 -2.3195 -0.6061
C 0.4126 1.8338 0.1634
C 1.4436 1.0809 0.5119
C 2.0549 -0.0764 -0.0538
O -0.6274 -2.7302 0.6135
O -1.7057 -2.6215 -1.4228
Cl 2.3176 -1.3181 1.1836
Cl 0.6913 -1.0644 -1.3456
H 0.2966 2.8219 0.6574
H -0.1105 1.5197 -0.7136
H 2.1948 1.2810 1.2526
H -0.3145 -2.1839 1.3374
H -1.5857 -2.8293 -2.2930

C3H5BCl2O2 | the ωB97M-V functional and the def2-TZVPD basis

Its multiplicity is 3. Its highest occupied orbital energy (alpha / beta) is -5.87 / -11.28 eV. Its gap between HOMO and LUMO (alpha / beta) is 6.3 / 9.1 eV. The expectation value of S² is 2.01. The calculation puts the lowest unoccupied orbital energy (alpha / beta) at 0.4 / -2.2 eV.

Atoms and positions in Å:
B -1.2638 0.7872 0.6034
C 0.9280 -0.4020 -0.5948
C -0.7634 -0.2211 -0.5257
C 2.0230 -1.2684 -0.6301
O -0.4973 1.3307 1.5790
O -2.5745 1.0888 0.5646
Cl 3.6221 -0.6481 -0.7247
Cl 1.9060 -2.9736 -0.5160
H -1.2005 -1.2091 -0.3989
H 1.2836 0.6242 -0.6814
H -1.0139 0.1279 -1.5227
H 0.4275 1.0901 1.5853
H -2.8767 1.6733 1.2620

C3H5Br | the ωB97M-V functional and the def2-TZVPD basis

Its highest occupied orbital energy is -9.75 eV. Its gap between HOMO and LUMO is 10.5 eV. The calculation puts the lowest unoccupied orbital energy at 0.8 eV.

Atoms and positions in Å:
C -0.4202 0.8670 0.4838
C 0.1148 0.1802 -0.5453
C 1.2622 -0.7649 -0.3907
Br 2.9302 0.1276 0.1024
H -1.4502 1.3758 0.4816
H 0.1859 0.8101 1.3683
H -0.3381 0.1903 -1.5218
H 1.7223 -1.3469 -1.2560
H 1.0272 -1.4240 0.4583

C3H5Br2NO2 | the ωB97M-V functional and the def2-TZVPD basis

Its highest occupied orbital energy (alpha / beta) is -9.08 / -9.04 eV. Its gap between HOMO and LUMO (alpha / beta) is 7.9 / 7.3 eV. The calculation puts the lowest unoccupied orbital energy (alpha / beta) at -1.2 / -1.7 eV.

Atoms and positions in Å:
C -0.3669 -0.2589 -0.6022
C 0.1926 0.3936 0.6123
C 2.6321 -0.0746 0.2621
N 2.9887 -0.1019 1.6081
O 2.8975 -1.1486 2.1927
O 3.2017 0.9827 2.1227
Br 2.6949 -1.7258 -0.5587
Br 3.3081 1.4401 -0.6231
H -1.3309 -0.5460 -0.4858
H 0.0819 -1.1471 -0.9311
H -0.4671 0.2220 -1.5475
H 0.1612 -0.0752 1.4966
H 0.3830 1.3914 0.7295

C3H5Br2O3S | the ωB97M-V functional and the def2-TZVPD basis

Its net charge is -1. Its highest occupied orbital energy is -5.58 eV. Its gap between HOMO and LUMO is 8.6 eV. The calculation puts the lowest unoccupied orbital energy at 3.0 eV.

Atoms and positions in Å:
C 1.0035 0.4749 1.1176
C 0.0988 0.4326 -0.1295
Br 0.1071 2.0175 -1.2672
C -1.3342 0.1231 0.2640
Br -2.0870 1.2552 1.5137
S 0.3809 -1.1017 -1.3317
O -0.8414 -0.9802 -2.1492
O 0.4497 -2.1154 -0.2913
O 1.5940 -0.8329 -2.0188
H 0.9546 1.4439 1.8705
H 2.0166 0.4650 0.8768
H 0.8036 -0.3669 1.6622
H -1.3021 -0.9246 0.5710
H -1.8441 0.1095 -0.6881

C3H5Br2P | the ωB97M-V functional and the def2-TZVPD basis

Its highest occupied orbital energy (alpha / beta) is -9.63 / -8.04 eV. Its gap between HOMO and LUMO (alpha / beta) is 8.6 / 4.1 eV. The calculation puts the lowest unoccupied orbital energy (alpha / beta) at -1.1 / -4.0 eV.

Atoms and positions in Å:
C -0.9881 -0.7007 0.2899
C 0.4865 -0.8834 0.1060
C -0.1603 0.4867 -0.0507
P -0.1047 1.2080 -1.6332
Br 3.9922 0.2758 1.5342
Br -1.9251 2.5141 -1.7007
H -1.4282 -1.1543 -0.5499
H -1.6423 -0.4952 1.1804
H 1.2692 -0.9439 0.8576
H 0.5371 -1.4523 -0.8068
H -0.0363 1.1453 0.7732

C3H5BrF2S | the ωB97M-V functional and the def2-TZVPD basis

Its highest occupied orbital energy is -9.34 eV. Its gap between HOMO and LUMO is 8.9 eV. The calculation puts the lowest unoccupied orbital energy at -0.4 eV.

Atoms and positions in Å:
C 0.8713 -0.5651 -1.3759
C 0.4912 0.7805 -0.7947
C -0.9442 -0.1478 1.7700
F -0.4497 -1.3511 1.5841
F -0.1515 0.5901 2.4935
S -1.2844 0.8126 -0.2991
Br -2.6951 -0.2225 2.6964
H 0.9540 -1.1825 -0.5155
H 0.1251 -1.0465 -2.0535
H 1.7881 -0.6624 -2.0456
H 0.3584 1.6530 -1.5028
H 0.9369 1.3416 0.0431

C3H5BrINO4 | the ωB97M-V functional and the def2-TZVPD basis

Its highest occupied orbital energy is -9.80 eV. Its gap between HOMO and LUMO is 8.9 eV. The calculation puts the lowest unoccupied orbital energy at -0.9 eV.

Atoms and positions in Å:
C 1.3452 -0.8784 0.5454
C 0.2434 -0.2126 -0.3019
Br -0.3591 -1.4912 -1.7280
N 0.6770 0.9185 -1.2100
O 1.8511 1.1061 -1.3681
O -0.1931 1.5563 -1.7914
C -0.9725 0.1918 0.5036
O -1.2781 -0.7770 1.4671
O -1.9879 0.6069 -0.3082
I -0.3106 1.9770 1.7161
H 2.0893 -1.0862 -0.1465
H 1.8500 -0.4303 1.3520
H 0.9652 -1.7105 0.9625
H -2.1619 -1.0893 1.1799
H -1.7578 1.3192 -0.8725

C3H5BrN2 | the ωB97M-V functional and the def2-TZVPD basis

Its highest occupied orbital energy is -8.40 eV. Its gap between HOMO and LUMO is 9.2 eV. The calculation puts the lowest unoccupied orbital energy at 0.8 eV.

Atoms and positions in Å:
N 1.6092 0.4834 0.6047
C 0.6973 0.8747 -0.3086
C -0.1073 0.1484 -1.0459
Br -1.1417 1.0171 -2.4033
H 1.7890 -0.4879 0.8321
H 2.2864 1.0792 1.0143
H 0.5011 1.9681 -0.4220
H -0.0198 -0.9073 -1.1821
C -1.8340 -1.3775 0.9208
N -1.4694 -2.3472 1.3582
H -2.3107 -0.4511 0.6318

C3H5BrN2 | the ωB97M-V functional and the def2-TZVPD basis

Its highest occupied orbital energy (alpha / beta) is -8.38 / -8.38 eV. Its gap between HOMO and LUMO (alpha / beta) is 7.1 / 7.1 eV. The calculation puts the lowest unoccupied orbital energy (alpha / beta) at -1.3 / -1.3 eV.

Atoms and positions in Å:
C -1.0624 0.4931 -0.1653
C -1.7291 -0.4645 0.5487
C 1.0796 -0.7422 0.3047
N 0.8995 1.3573 -0.5287
N 0.2759 0.3984 -0.0058
Br -3.7072 -0.5494 -0.1216
H -1.5229 1.4066 -0.7443
H 2.0834 -0.4490 0.2839
H 0.8390 -1.1977 1.3067
H 0.8670 -1.5206 -0.4120
H 1.9773 1.2682 -0.4663

C3H5BrN2 | the ωB97M-V functional and the def2-TZVPD basis

Its highest occupied orbital energy is -10.06 eV. Its gap between HOMO and LUMO is 10.4 eV. The calculation puts the lowest unoccupied orbital energy at 0.4 eV.

Atoms and positions in Å:
C 0.1768 -1.2461 -0.1972
C -0.1483 1.2134 -0.2210
C 0.6081 0.0365 0.3545
N -0.7630 -1.7946 0.4203
N -0.5159 2.1551 0.5463
Br 2.4819 0.0370 -0.2190
H 0.6432 -1.5937 -1.1946
H -0.6880 0.8270 -1.1918
H 0.5823 0.1294 1.4833
H -1.1340 -2.6041 -0.0533
H -1.2431 2.8401 0.2727

In order of appearance, total energy = -3863.112 -33005.586 -33006.349 -73233.325 -148855.348 -160256.405 -152562.844 -89502.787 -91011.610 -76213.094 -76209.328 -76212.918 eV.
In order of appearance, energy relative to the best compared isomer or geometry (same formula, charge and spin) = 273.1 73.7 0.0 29.2 600.7 46.7 299.1 107.2 0.0 23.5 386.8 40.4 kJ/mol.